# 1
C5H10OS2 in the gas phase, computed with ωB97M-V/def2-TZVPD.

Its SMILES is CC(C)(C)OC(=S)S. For the LUMO energy, the calculation gives -0.64 eV. The largest force on an atom comes out at 0.090 hartree/bohr. The relative energy (zero: lowest compared OMol25 entry of this formula, charge and spin) is 51.70 kcal/mol. For the total energy, the calculation gives -29062.6757 eV. As for the HOMO energy: -8.53 eV.

Element x y z (Å)
S  -3.0906  0.8444  -0.3012
O  -0.5125  -0.3942  -0.5049
S  -1.5709  0.4826  -2.9362
C  -1.7106  0.1119  -1.1517
C  -1.6109  -0.8579  1.6396
C  0.7705  -1.0998  1.4193
C  -0.1875  1.1707  1.2750
C  -0.3629  -0.2581  0.9095
H  -0.3926  1.0029  -2.8488
H  -2.0210  -0.1759  2.4701
H  -1.2567  -1.7788  2.0471
H  -2.4286  -1.2107  0.9387
H  0.6444  -2.1191  0.8756
H  0.8890  -1.1279  2.5308
H  1.6004  -0.7306  1.0226
H  0.7635  1.5117  0.9319
H  -0.2044  1.2187  2.3555
H  -0.9714  1.7462  0.8870

---

# 2
C5H10OS2 in the gas phase, computed with ωB97M-V/def2-TZVPD.

Its SMILES is CCSSCCC=O. For the LUMO energy, the calculation gives 0.79 eV. The largest force on an atom comes out at 0.045 hartree/bohr. The relative energy (zero: lowest compared OMol25 entry of this formula, charge and spin) is 12.53 kcal/mol. For the total energy, the calculation gives -29064.3745 eV. As for the HOMO energy: -8.67 eV.

Element x y z (Å)
C  -1.5266  -0.7221  2.2649
C  -1.4615  -0.0146  3.5883
O  -1.2827  -0.6302  4.6130
C  -0.8261  0.0213  1.1495
S  0.9158  -0.5258  0.8861
S  1.1852  -0.8443  -1.0738
C  1.2113  0.7149  -2.0653
C  1.7165  0.1993  -3.4350
H  -1.1757  -1.7498  2.3495
H  -2.5751  -0.9708  2.0430
H  -1.6464  1.0769  3.6172
H  -0.8664  1.1065  1.1193
H  -1.3085  -0.2878  0.2118
H  1.8957  1.4190  -1.6117
H  0.2118  1.0891  -2.2327
H  1.2609  0.7990  -4.2208
H  1.4748  -0.8560  -3.6257
H  2.7970  0.1755  -3.5777

---

# 3
A molecular structure, C5H10P2S, computed with ωB97M-V/def2-TZVPD.

For the LUMO energy (spin up / spin down), the calculation gives 0.48 / -1.87 eV. The largest force on an atom comes out at 0.101 hartree/bohr. The relative energy (zero: lowest compared OMol25 entry of this formula, charge and spin) is 60.84 kcal/mol. The expectation value of S² is 2.01. Its spin multiplicity is 3. For the total energy, the calculation gives -34754.5684 eV. As for the HOMO energy (spin up / spin down): -5.88 / -8.63 eV.

Element x y z (Å)
C  -0.5963  -0.6489  0.2814
C  1.7732  0.5702  0.6601
C  1.1919  1.8312  1.2341
C  -2.2226  -0.9330  -1.4405
C  -1.3741  -1.6825  -0.4700
P  1.2483  -0.0174  -1.0591
P  1.0722  -1.1908  0.7318
S  3.5220  0.6222  0.9061
H  -1.3249  0.2299  0.4734
H  1.7306  2.6340  0.7417
H  1.2297  1.7667  2.2288
H  0.0428  1.8131  1.0663
H  -2.7362  -0.1689  -0.7940
H  -2.9681  -1.4311  -1.9921
H  -1.5293  -0.4570  -2.0316
H  -0.8310  -2.4885  -1.0424
H  -2.0216  -2.3377  0.1407
H  3.7933  1.8887  0.3651

---

# 4
A molecular structure, C5H10S, computed with ωB97M-V/def2-TZVPD.

For the LUMO energy, the calculation gives -0.84 eV. The largest force on an atom comes out at 0.138 hartree/bohr. The relative energy (zero: lowest compared OMol25 entry of this formula, charge and spin) is 102.30 kcal/mol. For the total energy, the calculation gives -16178.0412 eV. As for the HOMO energy: -8.42 eV.

Element x y z (Å)
C  1.2726  -1.1557  -0.7298
C  0.1783  -0.8466  0.3316
C  0.4291  0.3372  1.3043
C  -1.0068  -0.2608  -0.2640
C  -1.0440  1.1155  -0.7415
H  1.1708  -1.9980  -1.4618
H  2.4538  -1.2396  -0.3945
H  1.2782  -0.1577  -1.2249
H  -0.1262  -1.6745  0.8642
H  1.3575  0.0617  1.9805
H  0.5173  1.4625  0.8527
H  -0.2595  0.3297  2.2508
H  -0.2204  1.3974  -1.3694
H  -1.8548  1.1951  -1.3931
H  -1.4869  2.3127  -0.1744
S  -2.6589  -0.8789  0.1693

---

# 5
C5H10S in the gas phase, computed with ωB97M-V/def2-TZVPD.

Its SMILES is C=CCCCS. For the LUMO energy, the calculation gives 0.83 eV. The largest force on an atom comes out at 0.084 hartree/bohr. The relative energy (zero: lowest compared OMol25 entry of this formula, charge and spin) is 90.34 kcal/mol. For the total energy, the calculation gives -16178.5598 eV. As for the HOMO energy: -8.96 eV.

Element x y z (Å)
C  1.8519  0.7019  0.1704
C  0.4776  0.9741  -0.4057
C  -0.5138  0.0913  0.3774
C  -1.9980  0.0954  -0.0277
C  -2.5675  -1.1769  -0.0513
H  3.8807  -0.9575  -0.0657
H  2.5966  1.3482  -0.2183
H  1.9792  0.6772  1.3209
H  0.3223  0.8419  -1.4751
H  0.4814  2.1955  -0.2909
H  -0.0798  -0.8925  -0.1634
H  -0.3715  0.1019  1.5002
H  -2.8444  1.0043  -0.1559
H  -2.0057  -2.0969  -0.0643
H  -3.6421  -1.8024  -0.3571
S  2.4332  -1.1056  -0.0934

---

# 6
C5H10S in the gas phase, computed with ωB97M-V/def2-TZVPD.

Its SMILES is C=C(CC)CS. For the LUMO energy, the calculation gives 0.90 eV. The largest force on an atom comes out at 0.039 hartree/bohr. The relative energy (zero: lowest compared OMol25 entry of this formula, charge and spin) is 27.46 kcal/mol. For the total energy, the calculation gives -16181.2867 eV. As for the HOMO energy: -8.90 eV.

Element x y z (Å)
C  -0.2930  1.7818  2.0912
C  0.7325  1.3789  1.0586
C  0.4810  0.0597  0.4051
C  0.4716  -1.0909  1.1222
C  0.2110  0.1821  -1.0556
H  -0.3573  1.0939  2.9527
H  -0.0535  2.7825  2.4472
H  -1.3072  1.7725  1.6305
H  0.8167  2.1518  0.2507
H  1.7415  1.1479  1.4981
H  0.2390  -2.0923  0.6741
H  0.5663  -1.0170  2.2326
H  -0.5028  0.9023  -1.3407
H  1.0723  0.4029  -1.6982
H  -1.6998  -1.0886  -1.1014
S  -0.6333  -1.2453  -1.8297